No. 1
# C26H55Cl12FN3O6PS

A cluster of 7 separate species, C26H55Cl12FN3O6PS in total (ωB97M-V/def2-TZVPD, the OMol25 dataset).

HOMO-LUMO gap	7.45	eV
E_tot	-8000.83105	Eh
highest occupied orbital energy	-0.276	hartree
largest force on an atom	2.78	eV/A

Geometry (Å):
C (0.900080, -2.711704, 5.517585)
C (0.679578, -4.119144, 4.811522)
O (-0.737651, -4.372864, 4.759953)
C (-1.229851, -4.521653, 3.418483)
C (-2.636622, -3.754784, 3.380740)
O (-2.639218, -2.726529, 2.367450)
C (-2.977769, -1.462032, 3.000763)
C (-3.348999, -0.354692, 1.963433)
O (-2.325457, -0.164647, 0.970841)
C (-2.383045, 1.149068, 0.428839)
C (-1.058919, 1.574203, -0.303003)
N (-0.415051, 0.520958, -1.102143)
C (-1.345617, -0.151400, -2.040405)
C (-1.444920, -1.711563, -1.712761)
C (-0.507404, -2.486076, -2.738361)
F (-2.769634, -2.177923, -1.969975)
C (-0.128358, 2.265603, 0.798507)
C (1.321241, 2.619382, 0.347721)
O (2.125035, 1.511918, -0.119766)
N (3.373132, 1.526563, 0.496164)
O (3.659285, 0.392574, 0.700293)
O (-0.286142, 1.623828, 2.068114)
C (0.764284, 0.698439, 2.396600)
N (0.483230, 0.199105, 3.779427)
P (0.819040, -0.909335, 1.382742)
S (2.168182, -2.056582, 2.272778)
H (0.597479, -2.796037, 6.603843)
H (2.004675, -2.488133, 5.417950)
H (0.285891, -1.913575, 5.009740)
H (1.128556, -4.903947, 5.491095)
H (1.196210, -4.167467, 3.816327)
H (-1.451867, -5.615304, 3.241591)
H (-0.586481, -4.055817, 2.625813)
H (-2.827683, -3.351800, 4.414696)
H (-3.445067, -4.525073, 3.196615)
H (-2.124180, -1.201070, 3.682564)
H (-3.913938, -1.668759, 3.607289)
H (-4.284454, -0.641770, 1.397563)
H (-3.597982, 0.581438, 2.535912)
H (-3.236709, 1.176993, -0.321698)
H (-2.631497, 1.950931, 1.189164)
H (-1.346741, 2.416830, -1.016225)
H (0.253940, 1.009418, -1.707472)
H (-0.869852, -0.108255, -3.067823)
H (-2.351849, 0.332344, -2.150136)
H (-1.091715, -1.955543, -0.680375)
H (-0.751977, -3.584978, -2.778845)
H (0.579110, -2.373564, -2.480343)
H (-0.675176, -2.091689, -3.795841)
H (-0.627582, 3.280956, 0.920820)
H (1.877301, 3.167362, 1.203806)
H (1.269290, 3.385012, -0.478010)
H (1.802758, 1.148841, 2.471241)
H (-0.055370, 0.955768, 4.197849)
H (1.364038, 0.225630, 4.307461)
H (-0.401819, -1.639358, 1.415451)
H (1.274916, -0.735744, 0.051046)
Cl (-2.578725, -6.273906, -7.052063)
C (-2.723563, -5.370227, -5.522559)
C (-2.469785, -3.889836, -5.705207)
Cl (-0.764341, -3.540022, -6.086131)
H (-2.032414, -5.809388, -4.803697)
H (-3.739251, -5.528131, -5.158190)
H (-2.701557, -3.358678, -4.779666)
H (-3.086177, -3.472532, -6.501289)
Cl (-1.876623, -5.396721, -1.936207)
C (-3.259359, -5.807449, -0.890937)
C (-2.945831, -5.607309, 0.575352)
Cl (-1.758531, -6.795014, 1.174152)
H (-3.547495, -6.837017, -1.102044)
H (-4.083013, -5.155287, -1.184401)
H (-3.852120, -5.738094, 1.167827)
H (-2.553704, -4.608750, 0.769469)
Cl (-0.700459, 3.953653, 5.056750)
C (0.944126, 4.468859, 5.486285)
C (1.639201, 5.137064, 4.327297)
Cl (2.115161, 4.054278, 2.962770)
H (1.500008, 3.606842, 5.856040)
H (0.836361, 5.181216, 6.304800)
H (2.569975, 5.584118, 4.672125)
H (1.008337, 5.924778, 3.916820)
Cl (3.484864, 4.019692, -0.957165)
C (3.886610, 5.402568, -2.005568)
C (4.085874, 6.675612, -1.214506)
Cl (2.560953, 7.270318, -0.509159)
H (3.092303, 5.509991, -2.743887)
H (4.807086, 5.145183, -2.531064)
H (4.460453, 7.463192, -1.869515)
H (4.801926, 6.535503, -0.404865)
Cl (4.030005, 7.222616, 3.459787)
C (4.565673, 8.465244, 2.300512)
C (4.972037, 9.749555, 2.988901)
Cl (3.578620, 10.596786, 3.705029)
H (3.760246, 8.630001, 1.586514)
H (5.417793, 8.048538, 1.761820)
H (5.418636, 10.431195, 2.263983)
H (5.699785, 9.567471, 3.779274)
Cl (-1.944035, -2.053661, -11.022988)
C (-0.288138, -2.445218, -10.494457)
C (0.028350, -3.916301, -10.650729)
Cl (-0.890905, -4.923762, -9.506751)
H (-0.177769, -2.120105, -9.460135)
H (0.389019, -1.853781, -11.112186)
H (1.085843, -4.090021, -10.446833)
H (-0.186107, -4.267416, -11.659916)

Forces on atoms 1 to 2 (eV/Å):
0.2 -0.8 -0.4
0.4 0.5 1.5

---

No. 2
# C26H55N

A cluster of 2 separate species, C26H55N in total (ωB97M-V/def2-TZVPD, the OMol25 dataset).

HOMO-LUMO gap	2.88	eV
E_tot	-1078.18627	Eh
highest occupied orbital energy	-0.122	hartree
largest force on an atom	0.42	eV/A

Geometry (Å):
C (-1.154125, 5.510858, 4.016623)
C (0.221059, 5.638766, 4.703175)
C (1.072248, 4.375773, 4.595689)
C (1.406062, 3.977798, 3.151602)
C (2.717521, 3.184869, 3.040122)
C (2.750862, 2.206053, 1.858848)
C (2.461962, 0.734183, 2.231528)
C (3.523665, -0.246603, 1.729262)
C (3.520780, -0.456344, 0.213571)
C (2.584555, -1.576645, -0.306223)
C (2.489654, -2.855674, 0.502796)
C (2.737374, -4.083654, -0.366266)
C (2.100377, -5.375789, 0.174675)
C (2.605571, -5.707650, 1.585982)
C (0.558937, -5.312272, 0.095227)
H (-1.255700, 4.550853, 3.509014)
H (-1.314402, 6.300635, 3.281847)
H (-1.964127, 5.592130, 4.742332)
H (0.779087, 6.478521, 4.281106)
H (0.070782, 5.873137, 5.759421)
H (0.558364, 3.548499, 5.096319)
H (2.013598, 4.528489, 5.132410)
H (1.468531, 4.890095, 2.549106)
H (0.601936, 3.361064, 2.738036)
H (3.546418, 3.894365, 2.962246)
H (2.877557, 2.647970, 3.980006)
H (3.718504, 2.251913, 1.354023)
H (2.020961, 2.541840, 1.112223)
H (1.470376, 0.432130, 1.873539)
H (2.426588, 0.658517, 3.323583)
H (3.430252, -1.212830, 2.227862)
H (4.497811, 0.170406, 2.016767)
H (4.541484, -0.658489, -0.122913)
H (3.229387, 0.494396, -0.263581)
H (2.942238, -1.810350, -1.326040)
H (1.572100, -1.126321, -0.448840)
H (1.461227, -2.937331, 0.896668)
H (3.815953, -4.275194, -0.463341)
H (2.343769, -3.958652, -1.407671)
H (2.418999, -6.195863, -0.479460)
H (3.535475, -6.280648, 1.544034)
H (2.798953, -4.784750, 2.134446)
H (1.881853, -6.306608, 2.147384)
H (0.231119, -4.355302, -0.320819)
H (0.087956, -5.429012, 1.074484)
H (0.160072, -6.105782, -0.543581)
C (-0.181980, 0.622590, -4.752848)
C (0.125335, -0.315466, -3.589674)
C (-1.027836, -1.250084, -3.213346)
C (-2.439498, -0.690732, -3.034329)
N (-2.793797, 0.162051, -1.826048)
C (-2.936285, -0.669478, -0.569393)
C (-1.528260, -0.809673, -0.025642)
C (-0.849651, 0.516592, -0.393220)
C (-1.709510, 1.165982, -1.474589)
C (-4.071851, 0.917121, -2.108349)
C (-5.353970, 0.113460, -2.291442)
C (-5.566975, -0.622454, -3.615176)
H (-1.061869, 1.248649, -4.576955)
H (0.656007, 1.295950, -4.930041)
H (-0.358469, 0.064454, -5.674747)
H (0.485969, 0.245068, -2.727632)
H (0.963736, -0.957241, -3.863920)
H (-0.738842, -1.876469, -2.370742)
H (-1.157095, -1.950077, -4.046181)
H (-3.119146, -1.535855, -2.972156)
H (-2.720117, -0.101390, -3.906243)
H (-3.572439, -0.096489, 0.106387)
H (-3.421969, -1.611316, -0.812622)
H (-1.012188, -1.648450, -0.485632)
H (-1.522331, -1.000563, 1.045056)
H (0.173241, 0.338284, -0.721250)
H (-0.792069, 1.174614, 0.472990)
H (-1.184465, 1.441100, -2.383972)
H (-2.207568, 2.056153, -1.096444)
H (-3.874777, 1.542211, -2.981045)
H (-4.198309, 1.573083, -1.247853)
H (-6.145177, 0.861211, -2.198634)
H (-5.495947, -0.564122, -1.447053)
H (-5.212280, -0.033632, -4.462905)
H (-6.631216, -0.800818, -3.763434)
H (-5.082025, -1.595760, -3.648138)

Forces on atoms 1 to 2 (eV/Å):
0.1 0.1 0.1
-0.1 -0.1 0.1

---

No. 3
# C26H55N3O4S

An isolated molecule of C26H55N3O4S (ωB97M-V/def2-TZVPD, the OMol25 dataset).

HOMO-LUMO gap	9.11	eV
E_tot	-1886.93899	Eh
highest occupied orbital energy	-0.323	hartree
largest force on an atom	5.15	eV/A

Geometry (Å):
C (6.604104, -2.022141, -1.021688)
C (7.698616, -1.126637, -0.306238)
C (7.573626, 0.346163, -0.831561)
C (6.353264, 1.056049, -0.082255)
C (5.204723, 1.494020, -1.073177)
C (4.207637, 2.536454, -0.391041)
C (3.955295, 2.089945, 1.107023)
C (2.617296, 2.802658, 1.610203)
C (1.864272, 1.985007, 2.719660)
C (0.343555, 2.471018, 2.749917)
C (-0.673647, 1.294175, 2.938888)
C (-0.606968, 0.189442, 1.787949)
C (-0.374051, 0.890403, 0.406574)
C (-0.566447, -0.007469, -0.869248)
C (-1.804021, -0.973474, -0.871913)
C (-1.360127, -2.220882, -1.786686)
C (-0.363057, -3.207351, -1.092036)
C (-0.947136, -4.035843, 0.108363)
C (-0.613102, -3.462850, 1.551709)
N (-1.860102, -3.351659, 2.361373)
S (-2.769540, -3.065120, -2.599797)
O (-3.719723, -3.678291, -1.628052)
O (-2.342610, -4.108431, -3.561301)
O (-3.614411, -1.853520, -3.370755)
C (-3.148991, -0.545143, -2.999886)
C (-3.136838, -0.284652, -1.438252)
C (-3.139192, 1.286502, -1.254111)
C (-4.488572, 2.001513, -1.574472)
O (-4.541001, 2.491531, -2.927907)
C (-4.521889, 3.318225, -0.657552)
N (-4.962889, 3.063020, 0.717832)
N (-4.355592, -0.872088, -0.878832)
C (-4.584447, -0.572786, 0.547426)
C (-4.880393, -1.966572, 1.278774)
H (6.494397, -2.976506, -0.444220)
H (5.597341, -1.546496, -1.035342)
H (6.963445, -2.216628, -2.064148)
H (8.722122, -1.529601, -0.479953)
H (7.499124, -1.206048, 0.795742)
H (7.359457, 0.415769, -1.925150)
H (8.478845, 0.962465, -0.589644)
H (6.709598, 1.980618, 0.440545)
H (5.992415, 0.318942, 0.679571)
H (4.604735, 0.594758, -1.345421)
H (5.614999, 2.018399, -1.975197)
H (3.259401, 2.562780, -0.979267)
H (4.657521, 3.559467, -0.459143)
H (3.919383, 0.984735, 1.226447)
H (4.785538, 2.520972, 1.715241)
H (2.900237, 3.834093, 1.942800)
H (1.988507, 2.926649, 0.687815)
H (1.917788, 0.877942, 2.548295)
H (2.350477, 2.191528, 3.699782)
H (0.285238, 3.172186, 3.626328)
H (0.104142, 3.110565, 1.862033)
H (-1.706137, 1.745053, 2.944771)
H (-0.574450, 0.807391, 3.944906)
H (0.306852, -0.409005, 2.018100)
H (-1.556143, -0.381519, 1.875021)
H (0.703713, 1.209181, 0.400174)
H (-0.943900, 1.854680, 0.336697)
H (-0.616408, 0.641902, -1.781154)
H (0.376508, -0.604259, -0.990909)
H (-2.063665, -1.418766, 0.115228)
H (-0.780472, -1.737595, -2.622492)
H (0.578565, -2.716431, -0.739907)
H (-0.038029, -3.935184, -1.881002)
H (-0.463014, -5.049238, 0.057731)
H (-2.042344, -4.221676, 0.067525)
H (-0.029732, -2.518251, 1.545101)
H (0.006587, -4.225373, 2.094989)
H (-2.317623, -2.482935, 2.102492)
H (-2.458898, -4.154864, 2.201659)
H (-3.873497, 0.177893, -3.462515)
H (-2.160131, -0.288889, -3.468549)
H (-2.924420, 1.510421, -0.176574)
H (-2.347527, 1.814738, -1.845521)
H (-5.406057, 1.429856, -1.299007)
H (-5.347209, 3.004756, -3.041633)
H (-5.117941, 4.096715, -1.191527)
H (-3.449096, 3.647377, -0.602933)
H (-5.524667, 2.226109, 0.806629)
H (-4.209635, 3.101179, 1.390192)
H (-5.170492, -0.692673, -1.454105)
H (-3.702279, -0.126801, 1.060863)
H (-5.513890, 0.034733, 0.674772)
H (-4.532746, -2.810886, 0.632091)
H (-4.371957, -1.980039, 2.273072)
H (-5.982221, -2.065404, 1.419765)

Forces on atoms 1 to 2 (eV/Å):
0.9 -0.1 0.5
-0.7 0.0 -0.6

---

Q: Look up the largest force on an atom of the third one.
A: 5.15 eV/A